Entry 1:
Entry from OMol25: a structure of composition C24H57Hg3N3O16 at a distorted geometry (ωB97M-V/def2-TZVPD).

Values from the calculation:
HOMO-LUMO gap = 0.1302 hartree
LUMO = -9.02 eV
charge = +2
strongest force on any atom = 8.348 eV/A
relative energy (zero: lowest compared OMol25 entry of this formula, charge and spin) = 0.000 eV
electronic energy = -2776.16074 Ha

Geometry as XYZ:
```
103
Properties=species:S:1:pos:R:3:forces:R:3:lowdin_charge:R:1
Hg 2.2488 -0.0297 1.6425 0.20 -0.37 0.52 1.342
Hg -1.0116 2.2175 1.5826 -0.35 -0.35 0.31 1.302
Hg 1.7335 2.9124 -0.9390 -0.68 -1.43 1.89 1.430
C 0.2619 0.4109 -0.2667 3.99 3.08 4.38 -0.802
O 1.5027 0.2605 -0.5912 -0.31 -0.79 -2.07 -0.176
O -0.0773 -0.0740 0.8915 -1.61 -1.17 -1.56 -0.194
O -0.2171 1.6051 -0.5476 -1.26 0.43 -1.61 -0.230
C 1.9990 2.8604 1.8356 -4.96 -5.82 -3.35 -0.766
O 1.0938 3.5937 1.2572 1.51 3.98 -1.88 -0.189
O 2.9097 2.2648 1.1530 2.48 2.22 -0.88 -0.175
O 1.3184 2.0082 2.5369 1.06 -1.24 3.95 -0.188
C -3.1889 3.9053 -0.3864 1.00 -0.24 -0.34 -0.151
C -4.0075 3.2126 0.6961 -0.39 0.67 0.74 -0.190
O -3.5308 1.9617 1.2105 0.03 0.06 -0.92 -0.113
O -1.7883 3.9607 0.0209 -0.29 -0.18 0.12 -0.151
H -3.4290 4.9578 -0.5564 -0.86 -0.23 0.31 0.135
H -3.2322 3.4073 -1.3602 -0.15 -0.23 0.18 0.129
H -5.0451 3.1305 0.3722 0.04 -0.04 -0.13 0.140
H -3.9986 3.8414 1.5854 -0.09 0.31 -0.16 0.115
H -4.0267 1.2145 0.8356 0.19 -0.12 -0.12 0.081
H -1.2933 4.1867 -0.7712 0.11 -0.03 0.08 0.086
C -3.4648 -2.5262 -1.3229 0.04 -0.86 0.66 -0.227
C -3.1652 -1.3510 -0.4003 0.46 1.31 -0.82 -0.230
O -4.2659 -0.8977 0.4035 -0.08 -0.70 -0.55 -0.077
O -3.9011 -3.6601 -0.5939 -0.56 -0.16 0.14 -0.051
H -2.6192 -2.8342 -1.9460 0.27 0.58 0.08 0.115
H -4.2777 -2.3209 -2.0237 -0.04 0.33 0.16 0.133
H -2.9148 -0.4996 -1.0517 0.25 -0.10 -0.12 0.115
H -2.2974 -1.4668 0.2535 -0.11 -0.46 0.03 0.096
H -5.0242 -1.3142 -0.0317 -0.29 0.23 0.55 0.101
H -3.1771 -4.1202 -0.1630 0.15 0.13 -0.06 0.088
C 5.0087 0.2953 -0.5490 -0.67 -0.08 -1.12 -0.066
O 4.2770 -0.4927 0.3829 0.10 0.05 0.61 -0.306
C 4.7251 -1.8413 0.5193 -0.68 0.51 -0.04 -0.169
C 3.5669 -2.8267 0.6990 0.34 -0.09 -1.58 -0.170
N 2.5020 -2.3808 1.6076 0.33 0.57 1.18 -0.082
C 1.1806 -3.0412 1.4504 0.70 -0.85 -1.02 -0.162
C 0.6105 -3.4681 2.7902 -0.20 -0.69 0.85 -0.175
O 1.5903 -3.7091 3.8017 0.16 0.58 -1.08 -0.192
C 2.3464 -4.8887 3.6203 0.27 -1.32 1.03 -0.096
H 4.7612 -0.1304 -1.5270 0.42 0.16 -0.18 0.103
H 6.0891 0.3475 -0.4183 -0.03 -0.32 0.42 0.108
H 4.6181 1.3114 -0.5484 -0.05 -0.06 0.39 0.066
H 5.3638 -1.8708 1.4024 0.36 -0.19 -0.20 0.137
H 5.2204 -2.1232 -0.4099 0.42 -0.15 0.26 0.137
H 4.1034 -3.7552 0.9318 -0.52 -0.09 0.94 0.133
H 3.1266 -3.1228 -0.2570 -0.18 0.71 -0.13 0.127
H 2.7977 -2.7175 2.5278 -0.12 0.59 0.26 0.102
H 1.4109 -3.9171 0.8346 -0.32 -0.18 0.14 0.125
H 0.4588 -2.4556 0.8822 0.18 0.30 0.14 0.100
H 0.0715 -4.4116 2.6654 -0.21 0.09 -0.28 0.132
H -0.0981 -2.7570 3.2123 0.24 0.28 -0.01 0.108
H 2.7238 -5.1092 4.6196 0.01 -0.18 -0.08 0.104
H 3.2338 -4.9311 2.9744 -0.16 1.00 -0.32 0.085
H 1.7563 -5.7514 3.2933 -0.39 0.21 0.11 0.102
C 0.2167 -1.8097 -3.2298 0.33 0.03 1.45 -0.124
O 0.9727 -1.1456 -4.1980 0.01 0.05 0.51 -0.190
C 2.0067 -1.9189 -4.7660 0.20 -0.05 -2.11 -0.210
C 2.4567 -1.1587 -6.0233 1.71 -0.44 -0.58 -0.210
N 2.9285 0.2271 -5.6997 -2.24 -0.99 -0.05 -0.050
C 2.4962 1.1318 -6.7748 0.52 0.99 0.13 -0.210
C 0.9678 1.4653 -6.8013 2.60 0.03 -0.52 -0.224
O 0.8318 2.4365 -7.8057 -0.40 0.14 0.13 -0.195
C -0.5067 2.8405 -8.0427 0.39 -0.38 -0.87 -0.100
H -0.4110 -1.0998 -2.6836 -0.48 0.20 -0.77 0.073
H 0.8149 -2.1480 -2.3682 0.50 -0.38 -0.38 0.078
H -0.3476 -2.6664 -3.6012 -0.12 0.11 -0.24 0.094
H 1.6144 -2.8716 -5.1354 -0.08 -0.16 0.27 0.126
H 2.8842 -2.1370 -4.1523 -0.26 0.33 0.65 0.122
H 1.7531 -1.2856 -6.8533 -0.77 0.72 0.46 0.113
H 3.3135 -1.6255 -6.5281 0.15 -0.49 0.69 0.119
H 2.2756 0.4008 -4.9316 0.46 0.69 0.17 0.068
H 2.8966 0.7792 -7.7276 -0.48 -0.31 -0.09 0.124
H 3.0416 2.0733 -6.6527 -0.20 0.10 0.16 0.112
H 0.7847 1.9361 -5.8302 -0.71 -0.46 0.22 0.118
H 0.4816 0.5150 -7.0236 -0.84 0.27 0.28 0.117
H -0.4649 3.5227 -8.8907 -0.03 0.10 0.10 0.091
H -0.9880 3.3498 -7.2047 0.09 -0.17 0.22 0.083
H -1.0654 1.9621 -8.3789 -0.38 0.10 0.26 0.089
C -1.3006 5.1952 3.0609 -0.64 0.52 -0.01 -0.064
O -1.9409 3.9183 2.9694 1.02 -0.63 0.52 -0.316
C -2.3808 3.4608 4.2710 -0.26 -0.03 -0.72 -0.142
C -2.7297 1.9848 4.2347 -1.05 -0.59 -0.07 -0.175
N -1.7729 1.1567 3.4937 -0.38 -0.28 0.11 -0.094
C -2.3271 -0.2078 3.3343 1.77 -1.79 -0.37 -0.167
C -2.1769 -1.0489 4.6084 -1.47 1.13 0.56 -0.223
O -0.8284 -1.0463 4.9766 0.53 0.04 -0.46 -0.197
C -0.5330 -1.8532 6.0848 0.49 -0.98 0.97 -0.098
H -0.4488 5.2563 3.7411 -0.11 -0.49 0.18 0.102
H -2.0942 5.8620 3.4091 0.36 0.44 -0.09 0.105
H -0.9399 5.4824 2.0775 -0.25 -0.10 -0.10 0.082
H -3.2899 4.0508 4.3937 0.07 -0.09 1.01 0.142
H -1.6100 3.6177 5.0265 -0.04 0.46 -0.05 0.138
H -3.7232 1.8025 3.8177 0.20 0.36 -0.58 0.126
H -2.8765 1.5172 5.2134 0.42 0.75 0.40 0.130
H -0.9564 1.0111 4.0910 0.15 0.14 -0.19 0.122
H -1.6392 -0.7281 2.6570 -0.08 0.25 -0.29 0.092
H -3.2996 -0.3285 2.8633 -0.23 0.73 0.26 0.123
H -2.6415 -2.0333 4.4910 0.44 -0.21 -0.29 0.139
H -2.7685 -0.5838 5.4111 0.02 -0.09 0.16 0.122
H -0.9878 -1.5335 7.0270 -0.43 0.20 -0.25 0.099
H 0.5340 -1.8900 6.3091 0.10 0.50 -0.53 0.094
H -0.7809 -2.9056 5.9107 -0.38 0.08 -0.12 0.095
```
Forces are in eV/Å.

---

Entry 2:
Entry from OMol25: a cluster of 4 separate species, C24H58ClNO12P3 in total at a distorted geometry (ωB97M-V/def2-TZVPD).

Values from the calculation:
HOMO-LUMO gap = 0.1469 hartree
LUMO = 2.00 eV
charge = -1
strongest force on any atom = 7.214 eV/A
electronic energy = -3391.31150 Ha

Geometry as XYZ:
```
99
Properties=species:S:1:pos:R:3:forces:R:3:lowdin_charge:R:1
N 0.2676 0.6035 -6.4554 0.04 0.32 0.24 -0.036
C 1.0435 1.4345 -5.4965 -1.12 -0.37 0.26 -0.292
C 0.1766 1.8584 -4.3014 0.45 0.54 -0.60 -0.232
C 0.8136 2.9830 -3.4706 -1.01 -0.32 0.58 -0.230
C 0.2988 3.0011 -2.0120 0.58 -0.09 -0.63 -0.249
C 0.8581 1.8148 -1.2231 -0.27 0.20 0.59 -0.435
C 0.6900 1.9752 0.2966 0.11 0.69 -0.36 -0.618
Cl 2.1048 0.9726 1.0284 -0.14 -0.13 0.15 0.275
H -0.4745 1.2018 -6.8093 0.02 -0.04 -0.17 0.047
H -0.2404 -0.0605 -5.8756 0.08 -0.22 -0.15 0.051
H 1.8820 0.8236 -5.1654 0.30 0.33 -0.04 0.106
H 1.3467 2.3558 -5.9938 0.46 -0.20 -0.16 0.105
H -0.1152 0.9946 -3.7044 0.12 -0.02 0.09 0.096
H -0.7290 2.2789 -4.7553 -0.20 -0.17 0.20 0.103
H 1.9014 2.9015 -3.4293 0.05 0.03 -0.19 0.104
H 0.5139 3.9265 -3.9357 0.41 0.09 -0.13 0.099
H 0.6614 3.9350 -1.5789 -0.13 -0.08 0.34 0.085
H -0.7954 3.0264 -2.0063 -0.03 0.01 0.08 0.104
H 1.9283 1.7663 -1.4388 0.01 -0.06 -0.06 0.062
H 0.3987 0.8772 -1.5825 0.17 -0.02 -0.23 0.078
H -0.2271 1.4523 0.5998 0.21 -0.29 0.19 -0.051
O -2.9712 -4.5109 3.8198 2.06 -2.60 -0.88 -0.233
P -1.7749 -3.6611 4.0464 -3.21 6.16 1.93 0.518
O -1.8278 -3.2944 5.6269 0.47 -0.54 -0.24 -0.193
C -1.5812 -4.3160 6.5895 0.07 -0.12 0.15 -0.292
C -0.0951 -4.5467 6.8028 0.03 -0.01 -0.11 -0.084
O -2.3271 -2.2453 3.4270 0.37 -0.27 -0.35 -0.204
C -3.3128 -2.1868 2.4005 -0.23 0.14 0.08 -0.291
C -4.6521 -1.7737 2.9734 -0.03 0.02 0.13 -0.075
O -0.2655 -3.1792 3.8549 0.50 -2.86 -0.71 -0.185
C 0.3107 -3.1910 2.5065 0.29 0.21 -0.31 -0.227
C 0.4928 -1.7826 1.9936 -0.41 -0.01 0.17 -0.101
H -2.0804 -5.2431 6.2894 -0.04 0.03 0.00 0.107
H -2.0417 -3.9796 7.5188 -0.05 0.06 -0.05 0.114
H 0.3711 -4.9590 5.9064 0.00 -0.02 0.02 0.067
H 0.0694 -5.2443 7.6261 -0.03 0.00 0.00 0.072
H 0.4078 -3.6064 7.0266 -0.03 0.01 0.04 0.082
H -3.3924 -3.1374 1.8745 -0.03 -0.06 0.09 0.086
H -2.9719 -1.4435 1.6758 0.08 0.02 0.06 0.117
H -4.9763 -2.4778 3.7404 0.01 -0.09 -0.07 0.073
H -5.4099 -1.7275 2.1889 0.00 0.01 0.00 0.073
H -4.5720 -0.7918 3.4415 0.00 0.03 -0.05 0.077
H -0.3124 -3.7822 1.8308 -0.03 -0.03 0.10 0.090
H 1.2755 -3.6903 2.5849 -0.07 -0.10 0.14 0.117
H -0.4626 -1.3283 1.7366 -0.01 0.02 0.01 0.066
H 1.1161 -1.7727 1.1018 0.09 -0.01 0.06 0.059
H 0.9523 -1.1473 2.7475 0.16 -0.03 -0.06 0.065
O 3.3764 9.0433 0.0035 0.15 0.88 2.33 -0.223
P 1.9148 8.9222 0.1091 -1.58 -1.31 -4.64 0.442
O 1.4445 7.4182 -0.0166 0.12 0.22 0.59 -0.174
C 1.8609 6.4522 0.9791 -0.04 -0.47 0.27 -0.245
C 0.9797 6.5170 2.2084 -0.02 0.29 0.04 -0.082
O 1.3686 9.5081 -1.3182 -0.03 0.19 0.42 -0.205
C 2.1810 10.3524 -2.1269 0.08 -0.02 -0.25 -0.309
C 2.7241 9.5883 -3.3154 -0.04 -0.11 -0.03 -0.075
O 0.6841 9.5016 0.9477 1.45 0.37 1.47 -0.186
C 0.6333 10.9218 1.1983 -0.22 0.16 0.04 -0.256
C -0.4728 11.5472 0.3769 0.02 0.00 -0.26 -0.070
H 2.9102 6.6099 1.2390 0.00 0.11 -0.12 0.111
H 1.7752 5.4669 0.5224 -0.07 0.08 -0.16 0.110
H 1.1051 7.4673 2.7350 0.03 -0.03 0.02 0.061
H 1.2301 5.7072 2.8927 -0.01 -0.07 -0.07 0.081
H -0.0698 6.4350 1.9286 0.01 -0.13 -0.02 0.081
H 2.9915 10.7923 -1.5450 0.04 -0.12 0.05 0.102
H 1.5445 11.1737 -2.4712 -0.07 -0.05 0.03 0.108
H 3.3130 8.7334 -2.9843 0.07 0.06 0.06 0.080
H 3.3493 10.2328 -3.9365 0.00 0.00 0.01 0.073
H 1.9033 9.2050 -3.9229 -0.01 0.03 -0.01 0.076
H 1.5967 11.3920 0.9832 0.02 -0.06 -0.01 0.116
H 0.4316 11.0524 2.2616 0.06 -0.11 0.02 0.115
H -0.2030 11.5857 -0.6773 0.02 -0.05 -0.01 0.063
H -0.6714 12.5655 0.7148 0.00 -0.02 0.07 0.076
H -1.3855 10.9572 0.4561 -0.01 0.03 0.12 0.085
O 0.8396 -6.5541 -0.0977 1.85 -1.72 0.22 -0.216
P 0.1633 -7.3666 -1.1176 -4.41 2.50 -0.96 0.444
O 0.1541 -6.6084 -2.5214 0.42 -0.50 0.05 -0.176
C 1.3980 -6.3074 -3.1702 0.26 0.08 -0.19 -0.265
C 1.9358 -7.4980 -3.9412 -0.07 -0.13 0.11 -0.082
O -1.4140 -7.2656 -0.7400 0.33 -0.42 0.04 -0.201
C -1.8308 -6.8970 0.5795 -0.17 0.27 0.13 -0.282
C -2.3277 -5.4709 0.6033 -0.05 0.11 -0.12 -0.076
O 0.0679 -8.8651 -1.6600 1.93 -0.22 0.83 -0.189
C -0.0807 -9.9311 -0.6931 -0.13 -0.27 -0.01 -0.252
C -1.4795 -10.5007 -0.7713 -0.21 0.17 0.05 -0.068
H 2.1258 -5.9558 -2.4348 -0.07 0.02 0.05 0.114
H 1.1938 -5.4830 -3.8511 -0.12 0.02 0.06 0.120
H 2.2202 -8.3076 -3.2670 0.04 0.02 -0.01 0.066
H 2.8141 -7.2103 -4.5200 -0.01 0.04 0.01 0.077
H 1.1763 -7.8897 -4.6177 0.00 0.05 -0.04 0.080
H -1.0226 -7.0386 1.2973 0.09 0.05 -0.08 0.105
H -2.6376 -7.5783 0.8618 0.00 -0.03 -0.12 0.113
H -1.5517 -4.7813 0.2668 0.07 -0.07 0.02 0.076
H -2.6414 -5.1929 1.6104 -0.03 -0.08 -0.03 0.038
H -3.1760 -5.3529 -0.0730 -0.03 -0.03 0.02 0.085
H 0.1439 -9.5769 0.3162 0.01 0.06 -0.03 0.117
H 0.6528 -10.6965 -0.9459 0.08 0.10 -0.05 0.115
H -2.2075 -9.8085 -0.3516 0.02 0.05 -0.02 0.066
H -1.5417 -11.4376 -0.2163 0.06 -0.02 -0.03 0.078
H -1.7616 -10.6776 -1.8090 0.09 -0.09 -0.01 0.084
```
Forces are in eV/Å.